1.
The following is a DFT calculation (wB97M-V/def2-TZVPD) of a structure of composition C27H43AsN4O2PbSSe.

## Properties
spin multiplicity: 1
frontier orbital gap: 7.90 eV
net charge: +2
HOMO level: -12.975 eV

The geometry in XYZ format:
```
80
C27H43AsN4O2PbSSe | the OMol25 dataset | wB97M-V/def2-TZVPD
Pb -0.80168 -0.76139 0.14762
N -2.09081 1.41161 0.25317
C -2.89839 1.57524 1.48646
C -2.12184 1.10469 2.70070
N -1.80329 -0.33910 2.57429
H -1.36301 2.12470 0.21578
H -2.65121 1.54807 -0.58318
H -3.81073 0.98510 1.37440
H -3.19526 2.61369 1.63448
H -2.69267 1.31891 3.60445
H -1.17985 1.65131 2.76511
H -2.63445 -0.89377 2.75646
H -1.12276 -0.60590 3.27992
C 2.56323 1.20492 -0.29923
C 2.26436 2.57678 -0.81603
C 3.13378 3.64100 -0.60487
C 2.80134 4.91614 -1.03999
C 1.59230 5.13179 -1.69612
C 0.72111 4.06866 -1.92171
C 1.05958 2.80359 -1.48013
C 1.24174 6.45482 -2.16501
N 0.96250 7.50674 -2.53632
H 3.60953 1.04527 -0.05160
H 2.23771 0.44237 -1.00524
H 4.08013 3.47379 -0.10169
H 3.47253 5.74907 -0.87090
H -0.20923 4.23916 -2.44919
H 0.38865 1.97292 -1.68586
O -1.83357 1.73146 -2.83294
C -1.54605 0.53558 -3.03019
O -1.10029 -0.29266 -2.18824
C -1.77791 -0.00519 -4.44050
N -2.01241 1.20901 -5.31591
C -3.29080 1.01169 -6.08141
C -4.11495 0.14992 -5.13633
C -3.08219 -0.81849 -4.53759
H -0.90850 -0.56463 -4.77188
H -1.22063 1.43937 -5.90872
H -2.10907 1.94479 -4.59430
H -3.05849 0.48811 -7.00496
H -3.72552 1.97832 -6.31497
H -4.90847 -0.36842 -5.66922
H -4.57370 0.76829 -4.36227
H -2.93889 -1.67677 -5.19208
H -3.37077 -1.19768 -3.55890
C 5.79100 -0.60212 5.70209
C 4.80967 -0.24207 4.61639
C 4.17636 -1.22972 3.86454
C 3.25560 -0.91824 2.87670
C 2.62680 -2.03966 2.08048
C 2.96911 0.43739 2.64757
Se 1.58541 0.86493 1.39720
C 3.60573 1.46368 3.35339
C 3.40179 2.94310 3.11311
C 4.52477 1.08591 4.33133
H 5.69887 -1.64814 5.99035
H 5.63486 0.01472 6.58644
H 6.81707 -0.43722 5.36671
H 4.41327 -2.27332 4.05388
H 3.08097 -2.99291 2.34594
H 2.76016 -1.88837 1.00751
H 1.55199 -2.11512 2.27134
H 2.66079 3.15423 2.34807
H 4.34406 3.40003 2.80651
H 3.09103 3.43999 4.03349
H 5.03689 1.86800 4.88644
C -1.63283 -5.20078 1.55445
As -2.58306 -4.90775 -0.08044
C -2.11595 -6.36027 -1.23157
C -4.46410 -5.07444 0.28568
S -2.11495 -3.05630 -1.02105
H -1.87995 -6.18983 1.93615
H -1.91940 -4.44494 2.27960
H -0.56863 -5.13747 1.34927
H -2.39545 -7.29425 -0.74629
H -1.04660 -6.34176 -1.42058
H -2.65607 -6.24922 -2.16630
H -4.86619 -5.87662 -0.32865
H -4.94758 -4.13891 0.02880
H -4.62651 -5.30538 1.33604
```

=====

2.
The following is a DFT calculation (wB97M-V/def2-TZVPD) of an isolated molecule of Cl2O2S2 in a non-equilibrium geometry.

## Properties
spin multiplicity: 1
frontier orbital gap: 8.68 eV
net charge: 0
HOMO level: -9.975 eV

The geometry in XYZ format:
```
6
Cl2O2S2 | the OMol25 dataset | wB97M-V/def2-TZVPD
O 0.56675 0.00968 -1.89359
S 0.93377 0.65431 -0.66742
Cl 1.87008 -0.75543 0.69023
S -0.93178 0.62298 0.54795
O -0.39385 0.25915 1.85035
Cl -2.04496 -0.79069 -0.52752
```

=====

3.
The following is a DFT calculation (wB97M-V/def2-TZVPD) of a structure of composition C50H28AsF3N8S4SbTc in a non-equilibrium geometry.

## Properties
spin multiplicity: 1
frontier orbital gap: 4.28 eV
net charge: +2
HOMO level: -12.242 eV

The geometry in XYZ format:
```
96
C50H28AsF3N8S4SbTc | the OMol25 dataset | wB97M-V/def2-TZVPD
Tc 0.72254 1.36465 0.41094
C -3.94966 -0.79991 4.10690
C -4.67865 0.26146 3.57815
C -4.05504 1.27517 2.84352
C -2.69444 1.16873 2.66922
C -1.75422 1.99661 1.89962
N -2.05628 3.10992 1.28902
C -1.26550 3.66624 0.38844
C -1.38331 5.06625 -0.07637
C -2.20633 6.09024 0.30830
C -2.00612 7.33208 -0.31974
C -1.02006 7.50400 -1.27867
C -0.18048 6.44293 -1.65566
C -0.39141 5.24011 -1.03389
C 0.30741 3.94520 -1.12866
N 1.30638 3.67039 -1.93043
C 2.12853 2.66814 -1.74784
N 2.36026 2.01088 -0.55631
C 3.35968 1.07753 -0.74937
N 3.88261 0.31872 0.17174
C 3.28317 0.01368 1.29198
N 1.92476 0.06005 1.46786
C 1.65461 -0.31164 2.74215
N 0.44658 -0.37557 3.26075
C -0.56511 0.30828 2.80861
N -0.50689 1.41081 1.97014
C -1.96820 0.11319 3.20325
C -2.56601 -0.88982 3.92867
C 2.90548 -0.65673 3.44617
C 3.15054 -1.05196 4.73434
C 4.49544 -1.24840 5.09100
C 5.51863 -1.04100 4.17925
C 5.24796 -0.62365 2.86615
C 3.93114 -0.44638 2.53332
C 3.76871 1.11455 -2.16137
C 4.65311 0.33155 -2.86454
C 4.74521 0.56258 -4.24031
C 3.97380 1.53940 -4.86183
C 3.08073 2.32987 -4.13283
C 3.00210 2.09236 -2.77994
N -0.26757 3.04477 -0.27450
H -4.46413 -1.56978 4.66492
H -5.74713 0.30001 3.73780
H -4.61495 2.10326 2.43076
H -2.97616 5.95253 1.05507
H -2.62985 8.17122 -0.04539
H -0.89153 8.47218 -1.74145
H 0.58985 6.57173 -2.40337
H -1.99461 -1.71070 4.33931
H 2.35016 -1.21564 5.44310
H 4.73770 -1.56067 6.09724
H 6.54286 -1.20088 4.48506
H 6.04325 -0.47275 2.14882
H 5.25277 -0.42349 -2.37443
H 5.42575 -0.03056 -4.83509
H 4.06369 1.68372 -5.92933
H 2.48213 3.09372 -4.60964
S -3.33684 -0.67847 -0.72317
As -2.99942 0.10532 -2.76231
S -0.07306 -0.08602 -0.96414
S -0.84534 0.83767 -2.65070
S -4.00557 1.28493 -1.15796
F -0.78571 -9.63850 0.38584
C -0.54018 -8.31994 0.37242
C -1.58920 -7.45686 0.13795
C -1.32834 -6.09441 0.12862
C -0.03792 -5.60387 0.34057
C 0.99201 -6.51481 0.57600
C 0.74645 -7.88279 0.59428
Sb 0.24925 -3.50453 0.21743
C 2.31494 -3.53494 0.72810
C 2.56231 -3.84774 2.07148
C 3.85268 -3.99131 2.56509
C 4.90540 -3.77643 1.70148
F 6.16106 -3.87714 2.17228
C 4.72091 -3.43940 0.37875
C 3.41914 -3.32858 -0.10135
C 0.18139 -3.43331 -1.90458
C 1.16033 -3.86571 -2.80225
C 0.96712 -3.78392 -4.17491
C -0.22777 -3.27828 -4.64408
F -0.41529 -3.18820 -5.96915
C -1.24147 -2.87990 -3.80130
C -1.02051 -2.95281 -2.43124
H -2.58123 -7.85342 -0.02764
H -2.15576 -5.41587 -0.05037
H 2.00458 -6.17236 0.74726
H 1.53204 -8.60399 0.77201
H 1.73352 -4.02591 2.75054
H 4.04743 -4.25974 3.59448
H 5.58203 -3.29162 -0.25891
H 3.28154 -3.06349 -1.13940
H 2.07183 -4.32363 -2.44715
H 1.71084 -4.13356 -4.87781
H -2.17797 -2.53487 -4.21974
H -1.81695 -2.63899 -1.76138
```

=====

4.
The following is a DFT calculation (wB97M-V/def2-TZVPD) of a structure of composition C8H9NOS in a non-equilibrium geometry.

## Properties
spin multiplicity: 1
frontier orbital gap (alpha / beta): 8.14 / 6.98 eV
net charge: 0
HOMO level (alpha / beta): -9.047 / -7.943 eV

The geometry in XYZ format:
```
20
C8H9NOS | the OMol25 dataset | wB97M-V/def2-TZVPD
C 0.99625 0.92607 -0.77158
C -0.03190 2.23322 0.99259
C 1.87166 1.98485 -0.82776
C 0.89286 3.30522 0.75372
C 0.00476 1.07083 0.23369
C -0.97226 0.09061 0.32837
C -0.20785 -2.36499 0.22167
C -1.21437 -1.26985 -0.05563
N 1.81588 3.17657 -0.14412
O -3.88848 0.01047 0.85768
S -3.02488 1.16957 0.75797
H 1.08247 -0.00145 -1.20966
H -0.63290 2.35372 1.98771
H 2.67893 1.93528 -1.51918
H 0.81393 4.16165 1.49570
H -0.66618 -3.34039 0.13557
H 0.65545 -2.53951 -0.34887
H 0.17339 -2.36652 1.20850
H -2.26729 -1.52397 0.54287
H -1.46279 -1.25751 -1.16902
```

=====

5.
The following is a DFT calculation (wB97M-V/def2-TZVPD) of a structure of composition C22H28N2O5S2Ti.

## Properties
spin multiplicity: 3
frontier orbital gap (alpha / beta): 4.10 / 6.30 eV
net charge: -2
HOMO level (alpha / beta): 0.631 / -1.583 eV

The geometry in XYZ format:
```
60
C22H28N2O5S2Ti | the OMol25 dataset | wB97M-V/def2-TZVPD
Ti -0.75375 -0.12231 -0.18835
C -3.53687 1.12457 -1.40530
N -2.14005 1.49473 -1.15771
C -2.01925 2.55346 -0.14764
C -2.31500 2.05092 1.26198
N -1.34606 1.06208 1.77827
C -0.12587 1.72245 2.24672
C -1.98690 0.23954 2.78195
C -1.95160 0.59287 4.12798
C -2.60108 -0.16177 5.09562
C -3.31006 -1.28882 4.70424
C -3.35493 -1.64546 3.36598
C -2.69779 -0.90761 2.37017
S -2.78822 -1.41695 0.70984
C -1.53415 1.82491 -2.43685
C -1.57071 3.12499 -2.92217
C -1.06099 3.44515 -4.17400
C -0.52194 2.43159 -4.95448
C -0.48518 1.13281 -4.47771
C -0.97344 0.78445 -3.20903
S -0.84834 -0.85496 -2.63828
H -4.10298 1.99141 -1.78148
H -3.99369 0.72986 -0.50186
H -3.55239 0.32843 -2.14960
H -2.73351 3.37355 -0.33990
H -1.00850 2.95843 -0.21512
H -3.30597 1.59764 1.29869
H -2.33583 2.92663 1.93273
H 0.59518 0.96833 2.55729
H 0.30780 2.28737 1.42950
H -0.31801 2.42402 3.07264
H -1.39962 1.47152 4.43428
H -2.54354 0.12615 6.13900
H -3.81924 -1.90092 5.44138
H -3.89380 -2.53230 3.05540
H -1.98696 3.91151 -2.30490
H -1.07156 4.47135 -4.52203
H -0.10767 2.65507 -5.93252
H -0.04087 0.34518 -5.07408
C 4.13620 2.29300 -0.03457
C 2.99892 1.32333 -0.31173
C 3.25582 0.50359 -1.57582
O 2.90830 0.46367 0.81815
C 1.64670 2.06626 -0.47582
O 1.58331 3.30327 -0.47850
O 0.67072 1.27178 -0.60461
H 5.09820 1.77994 -0.11090
H 4.03204 2.69177 0.97466
H 4.10061 3.12309 -0.73830
H 4.16021 -0.09452 -1.44263
H 3.38020 1.16059 -2.44097
H 2.40905 -0.15811 -1.76596
H 2.18089 -0.17616 0.67974
C 0.26966 -3.58823 0.03961
C 1.13963 -2.53584 0.72854
O 2.22903 -2.85376 1.20836
O 0.64098 -1.35564 0.74189
H 0.74009 -4.57011 0.07582
H 0.10933 -3.28284 -0.99708
H -0.71327 -3.60995 0.51190
```

=====

6.
The following is a DFT calculation (wB97M-V/def2-TZVPD) of a cluster of 2 separate species, C5H17N3S in total in a non-equilibrium geometry.

## Properties
spin multiplicity: 3
frontier orbital gap (alpha / beta): 6.36 / 5.21 eV
net charge: +2
HOMO level (alpha / beta): -12.933 / -16.648 eV

The geometry in XYZ format:
```
26
C5H17N3S | the OMol25 dataset | wB97M-V/def2-TZVPD
C 0.83509 1.91209 1.38319
C -2.71116 1.89372 -1.27465
C -0.58466 0.91399 -0.46394
C 0.30810 0.61913 0.75770
C 1.12671 -2.49596 0.61206
N 1.39392 -0.28791 0.34730
N 2.12121 -2.74546 1.43217
N -1.83357 1.63243 -0.10866
S 1.24761 -3.02617 -1.01754
H 1.52389 1.68317 2.19300
H 1.36625 2.51801 0.65269
H 0.03515 2.50466 1.82039
H -3.62069 2.39895 -0.95505
H -2.19893 2.52618 -1.99681
H -2.98643 0.95811 -1.75740
H -0.85836 -0.01986 -0.96088
H -0.03206 1.53402 -1.17581
H -0.27896 0.07725 1.51337
H 0.16053 -2.27329 1.03846
H 1.72865 -0.06383 -0.58665
H 2.06201 -2.57155 2.42508
H 3.00456 -3.09894 1.08217
H 2.18462 -0.15957 0.97524
H -1.59141 2.53258 0.32874
H -2.36260 1.09086 0.58784
H -0.04203 -2.86674 -1.34124
```

=====

7.
The following is a DFT calculation (wB97M-V/def2-TZVPD) of a cluster of 11 separate species, C29H79Br8O28P7 in total in a non-equilibrium geometry.

## Properties
spin multiplicity: 1
frontier orbital gap: 10.10 eV
net charge: 0
HOMO level: -9.915 eV

The geometry in XYZ format:
```
151
C29H79Br8O28P7 | the OMol25 dataset | wB97M-V/def2-TZVPD
C 6.33519 1.70524 -0.48415
O 6.23794 0.88088 0.77521
P 5.03489 1.09399 1.70424
O 3.78391 1.42964 1.03721
O 5.05995 -0.12826 2.63097
C 4.67706 -1.44039 2.09846
O 5.48428 2.18568 2.74037
C 4.50285 2.80974 3.62424
H 7.41090 1.75794 -0.66921
H 5.85793 2.69675 -0.46697
H 6.02180 1.13471 -1.38054
H 4.56524 -2.07031 2.96256
H 5.46731 -1.82918 1.44571
H 3.74174 -1.41651 1.57419
H 4.76573 3.85121 3.63622
H 4.66761 2.41005 4.60993
H 3.50792 2.60739 3.26635
C -8.26474 -1.66251 -0.96214
O -7.38990 -1.80822 0.20353
P -5.85950 -1.60767 0.00645
O -5.38335 -1.87419 -1.31340
O -5.33728 -2.38404 1.20821
C -5.02979 -3.82623 1.10366
O -5.57934 -0.18334 0.53193
C -4.19291 0.28120 0.49967
H -8.12857 -0.62271 -1.26877
H -9.26374 -1.85435 -0.57143
H -7.97418 -2.37465 -1.73717
H -4.62074 -3.92484 2.10386
H -4.25267 -3.94710 0.34601
H -5.91077 -4.41555 0.84195
H -3.68983 0.03826 1.42382
H -4.28541 1.32554 0.27789
H -3.63322 -0.25194 -0.25383
C 1.49468 -3.47616 1.65342
O 1.26714 -3.53391 3.12752
P 0.81690 -2.30333 3.92508
O 0.68837 -2.62014 5.34912
O -0.45552 -1.73604 3.25368
C -1.79953 -2.12160 3.66044
O 1.92717 -1.30866 3.53914
C 1.95736 -0.02984 4.29474
H 1.51465 -2.47537 1.20536
H 0.75171 -4.03294 1.10269
H 2.49137 -3.92517 1.51663
H -2.34455 -2.38765 2.75171
H -2.21395 -1.21419 4.08511
H -1.82320 -2.94007 4.36008
H 2.78950 -0.13665 4.99168
H 1.02751 0.19165 4.78482
H 2.25992 0.74400 3.58683
C -1.14056 -0.14714 7.11488
O -1.65828 0.49418 5.81943
P -2.50243 1.79680 5.79480
O -3.61934 1.84480 6.70184
O -1.48448 2.92793 6.03616
C -0.42874 3.30794 5.06683
O -2.85615 1.82265 4.30245
C -3.98282 2.67820 3.79049
H -1.02675 -1.16978 6.80242
H -1.94388 -0.02100 7.82067
H -0.17734 0.26535 7.37204
H 0.09690 2.42038 4.73753
H 0.19131 3.97271 5.65531
H -0.92498 3.86504 4.27477
H -3.70188 3.71410 3.65796
H -4.77035 2.59281 4.52977
H -4.19615 2.20543 2.84772
C -1.48378 4.62849 0.62721
O -2.85030 4.06061 0.76304
P -3.99890 4.68465 -0.10504
O -3.60208 5.43405 -1.32132
O -4.88845 3.45874 -0.35022
C -6.17863 3.46819 -1.08556
O -4.75520 5.51269 0.99712
C -4.37238 6.87057 1.30799
H -0.89119 3.97446 1.26004
H -1.37607 5.70577 0.84853
H -1.17683 4.56940 -0.41447
H -6.02865 3.71393 -2.14754
H -6.83526 4.16888 -0.57740
H -6.57668 2.45211 -0.95705
H -4.21698 7.38711 0.36153
H -3.48562 6.86084 1.92255
H -5.23530 7.22600 1.85371
C 5.80056 -4.49603 -3.15751
O 6.26506 -3.20082 -2.63112
P 5.90560 -2.99033 -1.09844
O 6.08533 -4.13397 -0.23429
O 6.78629 -1.75874 -0.78850
C 8.21483 -1.82800 -0.73057
O 4.48844 -2.41508 -1.02815
C 3.99156 -1.31800 -1.88665
H 6.66477 -5.14222 -3.28231
H 5.29559 -4.19080 -4.06038
H 5.15306 -5.02760 -2.46208
H 8.51749 -2.23484 -1.69835
H 8.56738 -2.44861 0.09619
H 8.53872 -0.79357 -0.62915
H 3.63963 -0.56369 -1.19595
H 3.15127 -1.72963 -2.43652
H 4.81926 -0.86938 -2.47274
C 1.73106 -4.75437 -2.33806
O 1.78000 -3.56994 -3.19353
P 1.10565 -3.67837 -4.57864
O -0.14333 -4.44435 -4.61698
O 1.11076 -2.25410 -5.12905
C -0.10496 -1.61279 -5.59638
O 2.23357 -4.38298 -5.43438
C 1.93771 -4.85439 -6.76811
H 1.98878 -4.29083 -1.38211
H 2.49897 -5.41135 -2.71701
H 0.73572 -5.15035 -2.35786
H -0.44252 -0.89047 -4.83989
H -0.85685 -2.40384 -5.72082
H 0.24608 -1.11150 -6.48123
H 1.26327 -5.70696 -6.78239
H 2.90869 -5.17551 -7.19757
H 1.45957 -4.06259 -7.36900
Br 1.65189 4.94905 -1.06409
C 2.22177 3.77278 -2.41859
C 3.44346 3.09460 -1.92920
Br 4.12988 1.96624 -3.39331
H 2.44033 4.46118 -3.24816
H 1.45832 3.05785 -2.73660
H 3.27080 2.37272 -1.13684
H 4.19039 3.81109 -1.55075
Br -0.65189 4.14819 -5.00057
C -2.48717 4.20873 -4.19548
C -2.75064 2.88257 -3.49049
Br -2.84712 1.30903 -4.64363
H -3.10509 4.42997 -5.05127
H -2.43850 4.99293 -3.45670
H -3.70476 2.92351 -2.97509
H -1.95673 2.67454 -2.75446
Br -1.67861 -2.72089 -0.59144
C -2.43007 -2.38362 -2.38346
C -2.83410 -3.69948 -2.94336
Br -3.56416 -3.47485 -4.71326
H -1.68240 -1.82328 -2.96911
H -3.36531 -1.79893 -2.32729
H -3.57758 -4.13460 -2.27999
H -1.95743 -4.33509 -3.10520
Br -0.88899 1.34785 1.77527
C 0.37448 0.56324 0.48570
C -0.20089 0.97063 -0.83502
Br 0.74608 0.02496 -2.23931
H 0.30031 -0.52186 0.53872
H 1.40168 0.95668 0.63324
H -0.16347 2.06274 -0.91025
H -1.27909 0.78051 -0.93174
```

=====

8.
The following is a DFT calculation (wB97M-V/def2-TZVPD) of a cluster of 2 separate species, C3H9N3O in total in a non-equilibrium geometry.

## Properties
spin multiplicity: 1
frontier orbital gap: 8.08 eV
net charge: 0
HOMO level: -7.135 eV

The geometry in XYZ format:
```
16
C3H9N3O | the OMol25 dataset | wB97M-V/def2-TZVPD
C -0.76787 -1.33738 0.42644
N 0.00270 -1.95716 1.30636
N -1.70228 -0.42668 0.77188
O 1.08360 -2.47374 0.75152
H -0.45153 -2.47613 2.06993
H -0.56239 -1.45662 -0.62890
H -1.78422 -0.21597 1.75713
H -1.76919 0.37265 0.13899
C 1.40352 1.05936 -0.14992
C 0.52841 1.37019 -1.31154
N -0.72927 1.45894 -1.20664
H -1.20069 1.66474 -2.08505
H 1.05332 1.52187 -2.26244
H 1.70457 0.00671 -0.18585
H 0.88295 1.22685 0.79512
H 2.30834 1.66237 -0.18703
```

=====

no.,E_tot (eV)
1,-181009.254
2,-50808.569
3,-185283.099
4,-22809.789
5,-81277.881
6,-20745.407
7,-714062.940
8,-9771.428